[1]
Density functional theory data (wB97M-V/def2-TZVPD) for a cluster of 7 separate species, C42H44F6O2PS in total.

The geometry in XYZ format:
```
96
Properties=species:S:1:pos:R:3:mulliken_charge:R:1
H -3.947 -0.891 -3.378 0.249
F -3.422 -1.207 1.943 -0.188
H -2.900 2.648 5.213 0.404
C -3.328 1.866 3.261 -0.745
C -3.086 -2.933 5.093 -0.371
H 0.142 -4.589 1.010 0.299
C -2.117 -2.800 -3.121 0.077
H -5.963 3.206 -1.475 0.457
C -3.593 -4.606 -3.601 0.370
H 8.153 2.157 -2.819 0.398
P 3.808 0.439 1.867 0.250
F -0.712 5.504 -4.927 -0.325
C 3.240 -1.987 0.074 -0.492
H 4.826 -3.546 2.008 0.442
C -5.371 1.180 -1.148 0.290
C 7.597 0.244 -0.081 -0.383
H -2.759 4.459 -3.756 0.438
C -2.013 4.470 -1.727 -0.330
H 1.709 1.610 1.711 0.276
H 1.031 5.626 -0.797 0.400
O 2.491 -3.139 -0.186 -0.419
H 2.384 1.708 3.358 0.432
C -1.941 4.706 -3.092 -0.459
C -2.862 -1.822 3.004 0.071
C -1.704 -3.041 5.177 -0.685
C 4.779 -2.567 2.487 -1.305
H -3.382 -2.547 -6.249 0.383
H 7.811 0.184 0.978 0.462
H 1.167 6.052 -3.251 0.439
H 5.936 0.469 3.032 0.258
C 1.141 -2.977 0.055 0.853
H -2.597 -4.385 -1.729 0.405
C 7.036 0.328 -2.806 -0.398
C 4.891 0.547 3.340 -1.139
H 0.975 -5.021 -0.512 0.350
C -3.679 -2.316 4.001 -0.695
C -3.834 -4.118 -4.870 -0.638
C 0.286 5.610 -2.804 -0.517
H -1.851 -1.373 -4.702 0.435
O 0.710 -1.890 0.291 -0.513
C -2.746 -3.969 -2.717 -0.552
S 3.326 -1.705 1.876 0.621
C -5.078 2.296 -3.227 -0.391
H 4.724 1.542 3.760 0.463
C -4.513 1.144 -3.757 -0.600
C -0.946 4.798 -0.901 -0.622
C -1.487 -1.915 3.055 0.034
H -0.892 -1.514 2.246 0.619
H -1.007 4.616 0.162 0.578
C 8.065 1.294 -0.859 -0.443
H -1.448 -2.286 -2.440 0.479
C 2.196 1.048 2.508 -0.880
H -3.708 -3.331 5.883 0.385
H 4.244 -2.094 -0.334 0.240
H 5.991 -1.537 -2.485 0.436
H -2.906 4.022 -1.309 0.447
C -0.910 -2.529 4.158 -0.435
F -4.202 -5.740 -3.211 -0.327
H 5.687 -2.002 2.280 0.345
H -4.716 -0.848 -1.008 0.576
H -4.752 -2.214 3.918 0.485
C -2.885 1.743 1.952 -0.489
C 6.857 -0.740 -0.698 0.569
C -5.514 2.323 -1.909 -0.594
C 6.564 -0.732 -2.043 -0.511
H 0.169 -2.605 4.225 0.377
H -1.327 2.224 0.540 0.814
H 6.819 0.359 -3.866 0.379
H 4.629 -2.664 3.562 0.464
C 0.387 -4.258 -0.003 -0.628
C -3.201 -2.946 -5.260 -0.098
F 0.259 3.519 2.147 -0.421
C -2.558 2.549 4.191 -0.497
H 8.656 2.075 -0.401 0.381
C 0.200 5.367 -1.441 -0.479
H -4.504 -4.650 -5.532 0.444
H -0.543 -4.098 -0.549 -0.089
H 1.543 0.234 2.830 0.217
H -0.722 3.645 4.527 0.482
C -4.382 0.011 -2.966 0.168
H -4.270 1.423 3.556 0.509
C -2.342 -2.286 -4.391 -1.002
F 6.382 -1.774 0.066 -0.300
H -3.475 1.202 1.226 0.387
C -0.938 2.982 2.508 0.038
H 4.694 -0.193 4.118 0.420
C -4.810 0.021 -1.646 -0.678
C -1.342 3.110 3.820 -0.584
H -5.185 3.181 -3.841 0.479
H -1.249 -3.520 6.034 0.396
C 7.784 1.338 -2.218 -0.564
C -1.682 2.310 1.558 0.121
F -5.786 1.198 0.137 -0.378
C -0.790 5.273 -3.602 0.409
H 2.771 -1.081 -0.316 0.523
H -4.179 1.129 -4.786 0.436
```

Summary:
Molar mass = 757.84 g mol⁻¹
Charge = +1
HOMO level = -0.394 Eh
HOMO-LUMO gap = 0.281 hartree
Lowest unoccupied orbital energy = -3.09 eV


[2]
Density functional theory data (wB97M-V/def2-TZVPD) for a structure of composition C5H9LaLiO4 in a non-equilibrium geometry.

The geometry in XYZ format:
```
20
Properties=species:S:1:pos:R:3:mulliken_charge:R:1
C 3.058 0.759 -1.268 -0.759
Li 0.912 1.149 0.919 0.903
O 0.090 1.106 2.593 -0.788
H -0.851 -1.461 -1.106 0.289
H -1.798 0.626 3.259 0.125
C -1.064 0.527 2.432 -0.052
H -4.650 0.467 0.039 0.339
La -3.844 -1.729 1.792 1.696
O 1.924 0.284 -0.572 -0.344
C -1.515 -0.096 1.290 -0.190
C -0.093 -0.948 -0.489 -0.415
H 1.512 -1.272 -1.886 0.391
H 0.599 0.242 -2.161 0.350
O -0.637 0.157 0.190 -0.467
H 3.724 1.231 -0.536 0.255
H 2.764 1.501 -2.027 0.324
H 0.338 -1.665 0.232 0.330
H 3.585 -0.076 -1.755 0.292
O -5.062 -0.373 0.441 -0.758
C 1.007 -0.429 -1.387 -0.521
```

Summary:
Molar mass = 278.97 g mol⁻¹
Charge = +1
HOMO level = -0.361 Eh
HOMO-LUMO gap = 0.170 hartree
Lowest unoccupied orbital energy = -5.19 eV


[3]
Density functional theory data (wB97M-V/def2-TZVPD) for a cluster of 2 separate species, CH2N2P2 in total in a non-equilibrium geometry.

The geometry in XYZ format:
```
7
Properties=species:S:1:pos:R:3:mulliken_charge:R:1
N -1.720 -2.838 -0.767 -0.334
C -2.534 -3.098 0.011 0.071
P 2.553 3.199 0.462 -0.126
H -3.410 -3.345 0.555 0.266
H 2.718 3.531 -0.946 0.031
N 1.569 1.937 0.228 0.074
P 0.823 0.614 0.457 0.017
```

Summary:
Molar mass = 103.99 g mol⁻¹
Energy relative to the best compared isomer or geometry (same formula, charge and spin) = 63.7 kcal/mol
HOMO level (alpha / beta) = -0.266 / -0.266 Eh
HOMO-LUMO gap (alpha / beta) = 0.237 / 0.237 hartree
Lowest unoccupied orbital energy (alpha / beta) = -0.77 / -0.78 eV


[4]
Density functional theory data (wB97M-V/def2-TZVPD) for a structure of composition C2H6NO3 in a non-equilibrium geometry.

The geometry in XYZ format:
```
12
Properties=species:S:1:pos:R:3:mulliken_charge:R:1
C -0.462 0.924 -0.981 0.238
H 0.336 0.471 -1.569 0.403
H -1.370 2.676 -1.222 0.384
H 1.756 -1.204 -0.341 0.312
O -1.480 -0.099 -0.415 -0.252
C -1.151 0.243 0.745 0.280
N -0.172 1.098 0.478 -0.186
H 0.458 1.544 1.038 0.134
H -1.641 -0.261 1.586 0.403
O 0.872 -1.463 -0.055 -0.621
O -0.805 1.960 -1.595 -0.424
H 0.840 -2.326 -0.495 0.328
```

Summary:
Molar mass = 92.07 g mol⁻¹
Charge = +1
Energy relative to the best compared isomer or geometry (same formula, charge and spin) = 49.7 kcal/mol
HOMO level = -0.587 Eh
HOMO-LUMO gap = 0.431 hartree
Lowest unoccupied orbital energy = -4.23 eV


[5]
Density functional theory data (wB97M-V/def2-TZVPD) for a cluster of 9 separate species, C22H51BF4N4O4 in total in a non-equilibrium geometry.

The geometry in XYZ format:
```
86
Properties=species:S:1:pos:R:3:mulliken_charge:R:1
C 69.862 53.386 61.682 -0.885
H 72.066 60.689 60.528 0.058
F 70.623 59.115 58.460 -0.494
C 71.142 61.160 56.146 0.121
C 68.445 55.316 60.915 -0.958
H 69.147 56.020 61.290 0.613
C 69.498 64.150 62.234 -1.107
H 68.963 57.161 57.034 0.205
F 68.565 60.308 58.453 -0.335
H 64.780 61.008 60.478 0.625
C 65.210 60.522 59.727 -0.725
H 69.954 54.978 58.685 0.536
O 68.508 62.252 61.290 -0.435
H 65.328 57.681 58.342 -0.013
H 64.633 59.613 59.502 0.253
H 68.872 63.996 63.159 0.279
H 70.250 62.187 62.555 0.176
H 66.899 60.595 57.775 0.338
H 67.294 59.627 62.461 0.214
C 69.757 62.749 61.700 -0.040
C 68.527 53.096 59.774 -1.013
H 72.900 56.939 59.409 0.332
H 70.520 64.606 62.569 0.296
C 67.378 58.531 62.568 -0.714
C 71.552 61.821 54.872 -1.187
H 68.264 58.046 62.497 0.161
H 71.667 61.695 57.007 0.162
H 66.629 58.174 53.984 0.352
F 69.512 59.356 60.411 -0.577
H 71.075 59.265 56.902 0.454
C 71.257 55.737 60.083 0.209
H 67.847 55.808 60.022 -0.210
H 68.318 57.228 53.816 0.400
C 67.745 52.286 60.861 -0.628
H 71.521 59.641 61.725 -0.049
H 70.824 61.398 54.133 0.255
H 72.459 61.182 62.292 0.366
H 71.440 55.565 61.168 0.385
C 72.321 60.324 61.584 0.005
H 72.416 55.830 58.201 0.433
H 70.296 53.941 62.386 0.557
H 67.019 56.547 54.690 0.228
H 67.599 53.435 59.274 0.138
H 73.334 55.118 59.346 0.391
N 74.634 58.868 61.041 -0.470
N 65.706 57.218 60.845 -0.400
H 70.152 61.502 56.165 0.198
H 64.381 61.622 57.982 0.338
H 66.158 59.859 59.888 -0.299
H 68.543 61.382 61.068 0.117
H 69.045 52.460 59.299 0.883
H 66.727 52.698 61.109 0.239
H 67.656 51.321 60.522 0.503
C 65.320 61.318 58.439 -0.346
C 70.409 54.492 59.641 -1.741
N 65.080 54.467 59.070 -0.640
O 66.012 60.664 57.441 -0.507
H 67.669 54.967 61.684 0.435
H 66.589 56.608 57.514 -0.540
B 69.333 59.284 59.030 0.863
H 69.046 51.542 62.538 0.336
H 70.804 56.671 59.949 -0.429
H 70.795 53.763 59.308 1.440
N 69.379 54.100 60.515 0.520
H 67.035 58.245 63.630 0.407
H 67.892 52.988 62.930 0.258
F 68.590 58.073 58.851 -0.165
H 65.058 56.666 56.553 0.415
H 71.384 62.912 55.036 0.328
H 69.149 64.580 61.200 0.285
O 68.991 57.233 56.173 -0.594
H 72.617 61.681 54.451 0.280
C 67.444 57.596 54.355 -1.329
C 68.118 58.180 55.509 0.853
C 65.296 55.487 58.419 0.203
C 68.592 52.504 62.082 -0.533
C 65.639 56.706 57.606 0.711
H 67.487 58.545 56.289 -0.183
C 66.423 57.787 61.566 0.387
C 73.659 59.484 61.249 0.139
H 70.417 62.623 60.921 0.348
O 71.330 59.800 56.165 -0.605
C 72.574 55.915 59.227 -1.560
H 70.610 52.642 61.385 0.464
H 68.787 59.094 55.349 -0.031
H 65.845 62.287 58.684 0.246
```

Summary:
Molar mass = 522.48 g mol⁻¹
Energy relative to the best compared isomer or geometry (same formula, charge and spin) = 29.5 kcal/mol
HOMO level = -0.328 Eh
HOMO-LUMO gap = 0.320 hartree
Lowest unoccupied orbital energy = -0.23 eV


[6]
Density functional theory data (wB97M-V/def2-TZVPD) for a structure of composition C5H6O5Sm in a non-equilibrium geometry.

The geometry in XYZ format:
```
17
Properties=species:S:1:pos:R:3:mulliken_charge:R:1
H 0.796 -2.992 -1.497 0.341
O 1.595 -1.069 -1.573 -0.641
C -1.704 0.561 1.388 -1.048
C 1.141 -2.164 -0.847 -0.350
H -2.049 0.617 2.420 0.249
O 0.789 1.368 1.116 -0.650
C -0.378 3.760 -1.256 0.674
H -0.919 -1.485 -0.516 0.329
C -0.033 -1.788 0.060 -0.374
H -2.535 0.289 0.741 0.305
O 0.409 -0.657 0.809 -0.331
O 0.345 2.904 -1.621 -0.397
C -0.215 0.540 1.210 0.791
H 1.946 -2.594 -0.214 0.284
H -0.292 -2.594 0.762 0.291
Sm 1.779 0.806 -0.735 1.810
O -0.675 4.498 -0.248 -0.283
```

Summary:
Molar mass = 296.46 g mol⁻¹
Charge = +1
Spin multiplicity = 6
Energy relative to the best compared isomer or geometry (same formula, charge and spin) = 15.7 kcal/mol
Expectation value of S² = 8.85
HOMO level (alpha / beta) = -0.395 / -0.381 Eh
HOMO-LUMO gap (alpha / beta) = 0.180 / 0.179 hartree
Lowest unoccupied orbital energy (alpha / beta) = -5.87 / -5.50 eV


[7]
Density functional theory data (wB97M-V/def2-TZVPD) for a cluster of 2 separate species, C2H4BrFO in total in a non-equilibrium geometry.

The geometry in XYZ format:
```
9
Properties=species:S:1:pos:R:3:mulliken_charge:R:1
Br 3.650 0.091 -0.768 -0.234
O 0.498 -0.078 0.814 -0.392
H 0.774 -0.861 1.268 0.323
C -1.490 0.188 -0.520 -0.561
H -0.716 0.256 -1.367 0.168
H 2.244 -0.077 -1.283 0.220
C -0.856 -0.019 0.625 0.459
H -2.511 0.639 -0.564 0.270
F -1.593 -0.141 1.795 -0.251
```

Summary:
Molar mass = 142.96 g mol⁻¹
SMILES = C=C(O)F.Br
Energy relative to the best compared isomer or geometry (same formula, charge and spin) = 33.2 kcal/mol
HOMO level = -0.366 Eh
HOMO-LUMO gap = 0.381 hartree
Lowest unoccupied orbital energy = 0.43 eV


| no. | DFT total energy (Ha) |
| --- | --- |
| 1 | -3115.80683 |
| 2 | -535.69623 |
| 3 | -831.42389 |
| 4 | -359.95728 |
| 5 | -1812.97239 |
| 6 | -1227.91603 |
| 7 | -2827.67998 |